Molecular formula: C3H6O
Method: DFT, ωB97M-V with the def2-TZVPD basis set

XYZ file:
```
10
C3H6O (ωB97M-V with the def2-TZVPD basis set)
C -1.082 -0.234 -0.243
C -1.150 1.254 -0.022
C 2.000 -1.194 0.045
O -2.010 -0.990 -0.076
H -0.183 1.581 0.571
H -1.019 1.683 -0.998
H -1.978 1.658 0.519
H 1.774 -0.990 -0.958
H 2.168 -2.210 0.511
H 1.480 -0.559 0.651
```

The molecular weight comes out at 58.08 u. The value obtained for the relative energy (zero: lowest compared OMol25 entry of this formula, charge and spin) is 0.000 eV. As for the gap between HOMO and LUMO (spin up / spin down): 0.3399 / 0.4356 Eh. As for the expectation value of S²: 2.01. For the maximum force, the calculation gives 3.62 eV/Å. The multiplicity is 3.

natural (NBO) population analysis, charges in e, atoms 1 to 6: number 1, C, carries 0.513; number 2, C, carries -0.758; number 3, C, carries -0.471; number 4, O, carries -0.475; number 5, H, carries 0.239; number 6, H, carries 0.249

---

Molecular formula: C3H6O2
Method: DFT, ωB97M-V with the def2-TZVPD basis set

XYZ file:
```
11
C3H6O2 (ωB97M-V with the def2-TZVPD basis set)
O -2.698 -1.169 -0.026
C -1.526 -1.494 0.246
H -0.732 -1.477 -0.619
H -1.121 -1.896 1.188
O 0.832 0.112 -1.812
C 0.319 0.645 -0.862
C 1.221 1.030 0.422
H -0.680 1.007 -0.732
H 0.753 1.839 1.002
H 2.256 1.270 0.169
H 1.376 0.133 1.022
```

The molecular weight comes out at 74.08 u. The value obtained for the relative energy (zero: lowest compared OMol25 entry of this formula, charge and spin) is 2.474 eV. As for the SMILES: CC=O.C=O. As for the gap between HOMO and LUMO: 0.3765 Eh. For the maximum force, the calculation gives 4.30 eV/Å.

natural (NBO) population analysis, charges in e, atoms 1 to 6: number 1, O, carries -0.496; number 2, C, carries 0.246; number 3, H, carries 0.125; number 4, H, carries 0.127; number 5, O, carries -0.512; number 6, C, carries 0.442

---

Molecular formula: C3H6O2
Method: DFT, ωB97M-V with the def2-TZVPD basis set

XYZ file:
```
11
C3H6O2 (ωB97M-V with the def2-TZVPD basis set)
O 1.676 -0.468 -0.195
C 0.443 -0.717 -0.829
C -0.720 -0.023 -0.156
C -0.591 0.601 1.160
O -0.563 1.387 -0.030
H 1.822 0.487 -0.232
H 0.467 -0.390 -1.881
H 0.293 -1.801 -0.821
H -1.712 -0.342 -0.485
H 0.359 0.532 1.685
H -1.474 0.735 1.784
```

The molecular weight comes out at 74.08 u. The value obtained for the relative energy (zero: lowest compared OMol25 entry of this formula, charge and spin) is 1.997 eV. As for the SMILES: OC[C@H]1CO1. As for the gap between HOMO and LUMO: 0.4140 Eh. For the maximum force, the calculation gives 0.32 eV/Å.

natural (NBO) population analysis, charges in e, atoms 1 to 6: number 1, O, carries -0.709; number 2, C, carries -0.086; number 3, C, carries 0.023; number 4, C, carries -0.113; number 5, O, carries -0.506; number 6, H, carries 0.471

---

Molecular formula: C3H6O2
Method: DFT, ωB97M-V with the def2-TZVPD basis set

XYZ file:
```
11
C3H6O2 (ωB97M-V with the def2-TZVPD basis set)
C -1.602 0.794 0.425
O -0.535 0.459 -0.468
C 0.600 -0.100 0.070
C 1.381 -0.970 -0.761
O 2.134 0.101 -0.261
H -2.222 -0.078 0.691
H -1.235 1.240 1.353
H -2.239 1.509 -0.102
H 1.516 -1.988 -0.418
H 0.608 -0.108 1.152
H 1.195 -0.860 -1.832
```

The molecular weight comes out at 74.08 u. The value obtained for the relative energy (zero: lowest compared OMol25 entry of this formula, charge and spin) is 3.165 eV. As for the SMILES: CO[C@H]1CO1. As for the gap between HOMO and LUMO: 0.3936 Eh. For the maximum force, the calculation gives 1.91 eV/Å.

natural (NBO) population analysis, charges in e, atoms 1 to 6: number 1, C, carries -0.250; number 2, O, carries -0.516; number 3, C, carries 0.341; number 4, C, carries -0.136; number 5, O, carries -0.524; number 6, H, carries 0.177

---

Molecular formula: C3H6O2
Method: DFT, ωB97M-V with the def2-TZVPD basis set

XYZ file:
```
11
C3H6O2 (ωB97M-V with the def2-TZVPD basis set)
O -0.288 0.264 -2.103
C -0.487 -0.478 -0.914
C -0.098 0.363 0.268
C 0.500 -0.141 1.504
O 1.299 0.487 0.514
H 0.091 1.114 -1.843
H -1.547 -0.757 -0.841
H 0.110 -1.400 -0.934
H -0.626 1.326 0.285
H 0.687 -1.206 1.643
H 0.360 0.429 2.422
```

The molecular weight comes out at 74.08 u. The value obtained for the relative energy (zero: lowest compared OMol25 entry of this formula, charge and spin) is 2.144 eV. As for the SMILES: OC[C@H]1CO1. As for the gap between HOMO and LUMO: 0.4268 Eh. For the maximum force, the calculation gives 0.42 eV/Å.

natural (NBO) population analysis, charges in e, atoms 1 to 6: number 1, O, carries -0.707; number 2, C, carries -0.085; number 3, C, carries 0.013; number 4, C, carries -0.105; number 5, O, carries -0.489; number 6, H, carries 0.468

---

Molecular formula: C3H6O2
Method: DFT, ωB97M-V with the def2-TZVPD basis set

XYZ file:
```
11
C3H6O2 (ωB97M-V with the def2-TZVPD basis set)
C -0.516 0.238 -1.073
C -0.826 0.353 0.373
C 0.403 -0.408 0.877
O -0.925 1.649 0.885
O 0.315 -1.731 1.100
H -0.818 -0.639 -1.609
H 0.252 0.854 -1.500
H -1.743 -0.163 0.657
H 1.378 0.022 0.675
H -0.099 2.110 0.697
H 1.147 -2.194 0.940
```

The molecular weight comes out at 74.08 u. The value obtained for the relative energy (zero: lowest compared OMol25 entry of this formula, charge and spin) is 3.951 eV. As for the gap between HOMO and LUMO (spin up / spin down): 0.3065 / 0.2915 Eh. For the maximum force, the calculation gives 2.45 eV/Å.

natural (NBO) population analysis, charges in e, atoms 1 to 6: number 1, C, carries -0.460; number 2, C, carries -0.017; number 3, C, carries 0.146; number 4, O, carries -0.692; number 5, O, carries -0.663; number 6, H, carries 0.198

---

Molecular formula: C3H6O2
Method: DFT, ωB97M-V with the def2-TZVPD basis set

XYZ file:
```
11
C3H6O2 (ωB97M-V with the def2-TZVPD basis set)
C 0.395 -0.711 0.677
C 0.594 0.705 0.560
C -0.860 -0.079 -1.144
H 1.395 -1.017 0.621
H -0.044 -1.082 1.609
H 1.558 1.268 0.787
H 0.015 1.043 1.298
H -0.858 0.053 -2.295
H -1.877 0.123 -1.013
O 0.108 0.876 -0.758
O -0.426 -1.180 -0.341
```

The molecular weight comes out at 74.08 u. The value obtained for the relative energy (zero: lowest compared OMol25 entry of this formula, charge and spin) is 3.329 eV. As for the SMILES: C1COCO1. As for the gap between HOMO and LUMO: 0.3951 Eh. For the maximum force, the calculation gives 4.77 eV/Å.

natural (NBO) population analysis, charges in e, atoms 1 to 6: number 1, C, carries -0.096; number 2, C, carries -0.092; number 3, C, carries 0.235; number 4, H, carries 0.171; number 5, H, carries 0.177; number 6, H, carries 0.197

---

Molecular formula: C3H6O2
Method: DFT, ωB97M-V with the def2-TZVPD basis set

XYZ file:
```
11
C3H6O2 (ωB97M-V with the def2-TZVPD basis set)
C 1.185 0.563 0.510
C 0.311 -0.426 -0.200
C -1.073 0.059 -0.570
O 1.413 0.194 -0.821
O 0.343 -1.764 0.046
H 0.688 1.585 0.611
H 1.930 0.083 1.192
H -1.612 -0.690 -1.233
H -0.948 1.009 -0.959
H -1.549 0.103 0.408
H 1.196 -2.029 0.142
```

The molecular weight comes out at 74.08 u. The value obtained for the relative energy (zero: lowest compared OMol25 entry of this formula, charge and spin) is 2.188 eV. As for the SMILES: C[C@]1(O)CO1. As for the gap between HOMO and LUMO: 0.3922 Eh. For the maximum force, the calculation gives 4.22 eV/Å.

natural (NBO) population analysis, charges in e, atoms 1 to 6: number 1, C, carries -0.164; number 2, C, carries 0.484; number 3, C, carries -0.640; number 4, O, carries -0.508; number 5, O, carries -0.683; number 6, H, carries 0.186